{
  "formula": "C36H49N3O2PRe",
  "method": "ωB97M-V/def2-TZVPD",
  "species": ["Re", "C", "C", "C", "C", "C", "C", "C", "C", "C", "C", "C", "C", "C", "C", "C", "N", "H", "H", "H", "H", "H", "H", "H", "H", "H", "H", "N", "C", "H", "C", "C", "N", "O", "H", "H", "H", "H", "H", "O", "P", "C", "C", "C", "C", "C", "C", "C", "C", "C", "C", "C", "C", "C", "C", "C", "C", "C", "C", "H", "H", "H", "H", "H", "H", "H", "H", "H", "H", "H", "H", "H", "H", "H", "H", "H", "H", "H", "H", "H", "H", "H", "H", "H", "H", "H", "H", "H", "H", "H", "H", "H"],
  "xyz": [[0.2112, 0.0172, -2.1285], [-2.4178, 3.3443, -2.9117], [-1.5617, 4.4218, -2.7178], [-0.2349, 4.2154, -2.3605], [0.2472, 2.9229, -2.2048], [-0.6178, 1.8324, -2.4185], [-1.9530, 2.0444, -2.7567], [1.6173, 2.5830, -1.8024], [2.6274, 3.5055, -1.5118], [3.8509, 3.0477, -1.0984], [4.0985, 1.6635, -0.9769], [5.3418, 1.1421, -0.5483], [5.5287, -0.2080, -0.4543], [4.4836, -1.0908, -0.7968], [3.2690, -0.6133, -1.2146], [3.0551, 0.7727, -1.3029], [1.8345, 1.2658, -1.6990], [-3.4518, 3.5156, -3.1803], [-1.9328, 5.4307, -2.8368], [0.4095, 5.0695, -2.2013], [-2.6377, 1.2163, -2.9009], [2.4364, 4.5638, -1.6043], [4.6419, 3.7475, -0.8561], [6.1390, 1.8306, -0.2980], [6.4792, -0.6072, -0.1288], [4.6492, -2.1585, -0.7352], [2.4860, -1.3200, -1.4852], [-2.1721, -2.1499, -2.9372], [-1.3777, -1.3730, -2.6587], [-2.8693, -2.8401, -3.1793], [-0.4554, 0.7209, -5.7668], [0.8203, 0.1639, -5.2344], [1.8017, -0.0857, -6.0629], [1.0030, -0.1086, -3.9988], [-0.2554, 1.5426, -6.4546], [-1.0874, 1.0808, -4.9622], [-0.9783, -0.0584, -6.3257], [1.7128, 0.0981, -7.0519], [2.6675, -0.4860, -5.7276], [-0.0244, -0.4170, -0.2589], [-0.5249, -0.6850, 1.2305], [-2.3332, -0.8059, 1.1587], [-3.0240, -0.7379, 2.5396], [-4.5351, -0.6560, 2.3286], [-4.9371, 0.6772, 1.6711], [-3.7568, 1.3207, 0.9384], [-2.9336, 0.2672, 0.1999], [0.3685, -2.1995, 1.7125], [-0.2208, -2.9589, 2.9250], [-1.3434, -3.9317, 2.5638], [-0.9444, -4.8757, 1.4358], [-0.5215, -4.0783, 0.2062], [0.6505, -3.1675, 0.5485], [-0.0894, 0.7714, 2.2248], [1.1646, 1.5232, 1.7493], [2.4725, 0.9024, 2.2307], [2.4877, 0.7991, 3.7534], [1.3055, -0.0163, 4.2661], [-0.0338, 0.5174, 3.7544], [-2.5092, -1.8010, 0.7365], [-2.6904, 0.1436, 3.0904], [-2.7710, -1.6051, 3.1451], [-5.0403, -0.7774, 3.2855], [-4.8485, -1.5042, 1.7127], [-5.3137, 1.3702, 2.4227], [-5.7565, 0.5105, 0.9703], [-3.1203, 1.8582, 1.6463], [-4.1107, 2.0700, 0.2287], [-2.1584, 0.7548, -0.3937], [-3.5911, -0.2458, -0.5094], [1.3297, -1.7759, 2.0149], [-0.5337, -2.2720, 3.7133], [0.6081, -3.5326, 3.3495], [-2.2448, -3.3943, 2.2567], [-1.6183, -4.4931, 3.4570], [-1.7686, -5.5476, 1.1983], [-0.1085, -5.5063, 1.7533], [-1.3740, -3.4848, -0.1572], [-0.2352, -4.7476, -0.6071], [1.0075, -2.6197, -0.3268], [1.4879, -3.7920, 0.8737], [-0.9514, 1.4218, 2.0310], [1.0863, 2.5342, 2.1606], [1.1502, 1.6306, 0.6650], [3.3055, 1.5202, 1.8881], [2.6205, -0.0864, 1.7772], [2.4398, 1.8087, 4.1732], [3.4242, 0.3633, 4.1010], [1.2821, 0.0002, 5.3563], [1.4358, -1.0670, 3.9945], [-0.2220, 1.4883, 4.2206], [-0.8467, -0.1300, 4.0841]],
  "forces_ev_per_angstrom": [[0.4053, 0.0470, 0.1089], [-0.0019, 0.0012, 0.0094], [0.0009, 0.0027, 0.0064], [-0.0171, 0.0101, 0.0055], [-0.0030, -0.0159, -0.0321], [-0.1546, -0.0333, 0.0638], [0.0005, 0.0323, -0.0089], [-0.0051, 0.0255, -0.0243], [0.0318, -0.0009, 0.0200], [-0.0242, 0.0016, 0.0100], [0.0068, 0.0148, -0.0246], [0.0002, -0.0012, 0.0176], [-0.0022, 0.0050, -0.0082], [-0.0118, -0.0135, -0.0130], [0.0133, -0.0328, -0.0149], [-0.0078, -0.0038, 0.0153], [-0.0752, -0.0775, -0.0123], [0.0009, 0.0038, -0.0004], [0.0058, -0.0002, -0.0037], [0.0020, 0.0001, -0.0031], [0.0057, -0.0027, 0.0040], [0.0006, 0.0025, 0.0027], [-0.0040, 0.0047, -0.0122], [0.0022, -0.0007, -0.0062], [-0.0014, 0.0008, 0.0006], [0.0009, 0.0018, 0.0040], [0.0120, 0.0069, 0.0079], [-0.0340, -0.0101, -0.0086], [-0.0599, 0.0191, -0.0142], [0.0167, 0.0156, -0.0020], [0.0084, 0.0225, -0.0048], [0.0206, 0.0248, -0.0187], [0.0298, -0.0273, 0.0328], [-0.1073, -0.0626, -0.0108], [0.0051, -0.0207, -0.0161], [0.0050, -0.0102, -0.0096], [-0.0029, -0.0046, 0.0033], [-0.0005, 0.0066, -0.0030], [0.0030, 0.0021, -0.0152], [-0.0493, 0.1096, 0.0057], [0.1044, -0.0200, -0.0544], [-0.0462, 0.0024, -0.0239], [0.0298, 0.0126, -0.0201], [-0.0035, -0.0329, 0.0122], [0.0064, 0.0022, -0.0054], [-0.0027, -0.0194, 0.0072], [-0.0335, -0.0188, -0.0139], [-0.0325, -0.0185, 0.0097], [0.0103, 0.0036, -0.0078], [-0.0279, -0.0009, -0.0203], [0.0082, -0.0045, 0.0082], [-0.0328, -0.0151, -0.0357], [0.0185, 0.0403, 0.0173], [-0.0038, 0.0169, 0.0666], [-0.0029, -0.0153, -0.0111], [0.0108, 0.0130, 0.0143], [-0.0082, 0.0265, 0.0002], [-0.0047, -0.0154, -0.0234], [0.0275, -0.0169, 0.0116], [-0.0601, 0.0199, 0.0352], [-0.0224, -0.0060, -0.0185], [0.0383, -0.0393, 0.0300], [-0.0047, 0.0015, -0.0031], [0.0007, 0.0105, -0.0072], [0.0000, 0.0066, 0.0023], [-0.0023, -0.0009, 0.0051], [0.0080, 0.0106, -0.0067], [-0.0064, -0.0080, -0.0048], [-0.0039, 0.0188, 0.0224], [0.0227, 0.0047, -0.0102], [0.0190, 0.0197, 0.0189], [-0.0294, -0.0129, -0.0331], [-0.0053, 0.0027, -0.0017], [-0.0145, 0.0223, 0.0295], [0.0175, -0.0102, -0.0056], [-0.0082, 0.0047, -0.0108], [-0.0127, -0.0001, 0.0030], [0.0212, -0.0256, 0.0129], [0.0051, -0.0094, 0.0041], [0.0001, -0.0287, -0.0039], [-0.0077, -0.0034, -0.0130], [-0.0381, -0.0258, -0.0257], [0.0093, -0.0066, 0.0140], [-0.0085, 0.0232, -0.0019], [0.0057, -0.0093, 0.0129], [0.0032, 0.0197, 0.0126], [0.0073, -0.0015, 0.0006], [-0.0003, -0.0125, -0.0080], [0.0043, 0.0147, -0.0022], [0.0118, 0.0092, -0.0191], [0.0070, 0.0080, -0.0066], [0.0110, 0.0203, -0.0035]],
  "lowdin_spin": [2.38, -0.01, 0.06, -0.01, 0.04, -0.01, 0.06, 0.02, 0.00, 0.02, 0.00, 0.00, 0.00, 0.01, 0.01, 0.01, 0.00, 0.00, 0.00, 0.00, 0.00, 0.00, 0.00, 0.00, 0.00, 0.00, 0.00, 0.06, 0.04, 0.00, 0.00, 0.02, 0.02, 0.07, 0.00, 0.00, 0.00, 0.00, 0.00, 0.16, 0.02, 0.01, 0.00, 0.00, 0.00, 0.00, 0.00, 0.00, 0.00, 0.00, 0.00, 0.00, 0.00, 0.01, 0.00, 0.00, 0.00, 0.00, 0.00, 0.00, 0.00, 0.00, 0.00, 0.00, 0.00, 0.00, 0.00, 0.00, 0.00, 0.00, 0.00, 0.00, 0.00, 0.00, 0.00, 0.00, 0.00, 0.00, 0.00, 0.00, 0.00, 0.00, 0.00, 0.00, 0.00, 0.00, 0.00, 0.00, 0.00, 0.00, 0.00, 0.00],
  "lumo_ev": [-9.02, -10.54],
  "charge": 3,
  "e_homo_ev": [-16.685, -16.848],
  "de_lowest_kj_mol": 0.0,
  "multiplicity": 4
}